Entry 1:
The following is a DFT calculation (the ωB97M-V functional and the def2-TZVPD basis) of a structure of composition C39H45GeN2O3SrTe.

```
! wB97M-V def2-TZVPD RIJCOSX def2/J DEFGRID3
* xyz -1 1
Sr 1.906 -0.762 -0.858
C -1.955 -4.645 3.526
C -1.283 -3.457 2.891
C -0.882 -2.365 3.632
C -0.153 -1.293 3.092
C 0.261 -0.188 4.003
O 1.307 0.416 3.907
C -0.688 0.199 5.119
C -0.161 0.552 6.356
C -1.002 0.935 7.391
C -2.377 0.993 7.186
C -2.905 0.669 5.943
C -2.061 0.264 4.917
C 0.201 -1.299 1.729
O 0.950 -0.404 1.136
C -0.274 -2.412 0.943
C -0.973 -3.447 1.524
C 0.250 -2.471 -0.484
N -0.233 -1.722 -1.533
C -1.480 -0.979 -1.312
C -2.699 -1.834 -1.664
Te -4.546 -0.824 -1.282
C -4.972 -1.707 0.566
C -5.767 -2.851 0.634
C -6.049 -3.435 1.864
C -5.541 -2.881 3.030
C -4.741 -1.749 2.969
C -4.458 -1.160 1.741
C 1.576 -3.057 -0.636
C 2.150 -3.281 -1.953
C 3.501 -3.546 -2.096
C 4.372 -3.569 -1.001
C 3.860 -3.295 0.280
C 2.519 -3.047 0.481
H -2.301 -4.410 4.535
H -1.275 -5.497 3.602
H -2.821 -4.969 2.945
H -1.103 -2.348 4.696
H 0.913 0.525 6.487
H -0.585 1.195 8.356
H -3.033 1.296 7.992
H -3.973 0.728 5.771
H -2.463 0.007 3.944
H -1.271 -4.286 0.902
H -1.467 -0.086 -1.936
H -1.583 -0.644 -0.273
H -2.727 -2.742 -1.059
H -2.700 -2.122 -2.714
H -6.171 -3.280 -0.274
H -6.668 -4.323 1.908
H -5.759 -3.338 3.988
H -4.327 -1.328 3.877
H -3.829 -0.278 1.695
H 1.487 -3.253 -2.807
H 3.901 -3.727 -3.086
H 5.425 -3.765 -1.144
H 4.528 -3.270 1.134
H 2.159 -2.841 1.480
C 3.897 2.588 -4.158
Ge 4.666 2.188 -2.389
C 4.191 3.722 -1.270
C 6.605 2.355 -2.684
C 4.141 0.453 -1.812
H 4.354 3.477 -4.600
H 2.820 2.765 -4.082
H 4.052 1.733 -4.821
H 4.256 4.630 -1.875
H 4.880 3.803 -0.427
H 3.181 3.650 -0.858
H 6.868 3.331 -3.103
H 6.938 1.578 -3.376
H 7.143 2.226 -1.742
H 4.704 0.308 -0.863
O -0.621 2.311 -1.451
C -0.657 2.704 -2.603
C -1.624 3.749 -3.098
C -0.923 5.099 -3.364
C 0.474 4.984 -3.976
C 0.536 4.105 -5.220
C 0.238 2.611 -4.941
N 0.232 2.250 -3.534
H -2.396 3.856 -2.340
H -2.104 3.389 -4.013
H -0.846 5.642 -2.419
H -1.564 5.693 -4.021
H 1.162 4.583 -3.228
H 0.840 5.982 -4.222
H 1.526 4.200 -5.670
H -0.186 4.467 -5.959
H 0.984 1.981 -5.418
H -0.724 2.336 -5.378
H 0.950 1.660 -3.149
*
```

## Properties
Strongest force on any atom, eV Å⁻¹: 5.376
Total energy, eV: -114939.86472
Energy above the lowest of the compared OMol25 structures with the same formula, charge and spin, kcal per mole: 113.6
Orbital gap (spin up / spin down), eV: 6.408 / 5.138


Entry 2:
The following is a DFT calculation (the ωB97M-V functional and the def2-TZVPD basis) of the ion C10H7N2O with charge +1.

```
! wB97M-V def2-TZVPD RIJCOSX def2/J DEFGRID3
* xyz 1 3
C 0.570 3.725 1.236
C 1.840 3.592 1.265
C -2.425 1.663 0.504
C -1.733 2.704 1.035
C -1.690 0.513 0.044
C -0.329 2.691 0.896
C 0.455 1.621 0.429
C -0.324 0.481 0.084
C 2.584 2.489 0.879
C 1.222 -2.580 -0.733
N 1.212 -1.223 -0.619
N 1.754 1.554 0.453
O 0.054 -0.814 -0.178
H -3.540 1.721 0.592
H -2.440 3.489 1.281
H -2.072 -0.473 -0.153
H 3.725 2.444 0.837
H 1.483 -2.704 -1.814
H 2.063 -3.078 -0.188
H 0.175 -2.949 -0.387
*
```

## Properties
Strongest force on any atom, eV Å⁻¹: 4.836
Total energy, eV: -15494.63289
Orbital gap (spin up / spin down), eV: 7.539 / 5.521